Entry from the OMol25 dataset: an isolated ion of composition C6H12N2 and charge -1 (wB97M-V/def2-TZVPD).

The LUMO energy (spin up / spin down) is 4.02 / 4.01 eV. Its net charge is -1. As for the gap between HOMO and LUMO (spin up / spin down): 4.485 / 7.016 eV. As for the maximum force: 0.0260 hartree/bohr. The relative energy (zero: lowest compared OMol25 entry of this formula, charge and spin) is 13.11 kcal per mole. As for the energy: -9394.9839 eV. The multiplicity is 2.

Each line ends with the Mulliken charge.
Positions of all 20 atoms, in Å:
N 0.182 -1.787 0.698  -0.49
N -2.208 0.725 -0.651  -0.81
C 0.799 -0.642 0.325  0.68
C -0.806 1.127 -0.637  0.51
C 0.893 -2.905 0.821  -0.73
C 2.110 -0.499 -0.044  -1.33
C -0.061 0.574 0.607  -0.99
C -0.675 2.661 -0.818  -1.41
H -2.719 1.084 0.143  0.25
H 0.092 2.857 -1.561  0.26
H 0.543 1.364 1.075  0.41
H -2.250 -0.284 -0.676  0.31
H 2.765 -1.347 -0.168  0.27
H -0.783 0.413 1.411  0.33
H 2.567 0.461 -0.256  0.28
H 1.990 -2.926 0.815  0.14
H -0.354 0.676 -1.518  0.33
H -1.660 2.997 -1.144  0.43
H -0.421 3.188 0.106  0.32
H 0.440 -3.808 1.228  0.25

---

Entry from the OMol25 dataset: an isolated molecule of FH3P2S (wB97M-V/def2-TZVPD).

The LUMO energy is -0.40 eV. As for the gap between HOMO and LUMO: 8.106 eV. As for the maximum force: 0.0400 hartree/bohr. The SMILES is F[PH]#[PH]S. The relative energy (zero: lowest compared OMol25 entry of this formula, charge and spin) is 21.04 kcal per mole. As for the energy: -32178.3208 eV.

Each line ends with the Mulliken charge.
Positions of all 7 atoms, in Å:
S -1.983 -0.093 0.161  -0.27
P 0.075 -0.621 0.471  0.05
P 2.188 0.515 0.453  0.18
F 2.842 -0.752 -0.364  -0.25
H -1.964 -0.742 -1.081  0.17
H 0.038 -0.866 1.823  0.05
H 1.728 1.111 -0.752  0.06

---

Entry from the OMol25 dataset: C12H39AlBBr2F2N2O14PS2Si2 as an isolated structure (wB97M-V/def2-TZVPD).

The LUMO energy is -4.85 eV. As for the gap between HOMO and LUMO: 1.690 eV. As for the maximum force: 0.1699 hartree/bohr. As for the energy: -244223.1226 eV.

Each line ends with the Mulliken charge.
Positions of all 78 atoms, in Å:
Br -2.194 1.362 -3.719  -0.16
Br 0.206 4.944 -0.386  -0.33
S 4.441 -5.086 -0.226  1.22
S -1.181 -0.884 2.137  0.54
P -4.393 2.867 0.060  0.88
Si -3.214 4.681 -0.363  0.41
Si -1.246 2.734 -1.295  0.91
Al -5.387 3.646 -2.318  0.23
F -2.967 -2.696 -2.595  -0.35
F -3.420 -2.067 -0.340  -0.37
O 5.575 -4.223 0.012  -0.62
O -5.543 -5.845 -0.973  -0.62
O -4.769 1.897 -1.336  -0.12
O 4.022 -5.458 -1.562  -0.66
O 3.131 -2.184 3.423  -0.72
O -4.733 -3.774 -1.389  -0.52
O -5.787 3.377 0.685  -0.59
O -3.671 1.864 1.336  -0.44
O -1.776 4.410 -1.343  -0.26
O -2.506 -4.229 -0.814  -0.38
O -2.812 -6.404 -0.268  -0.62
O -1.151 -0.660 0.654  -0.55
O 4.615 -6.441 0.669  -0.27
O -5.116 7.370 -1.496  -0.41
N 1.380 2.121 0.524  -0.45
N 6.013 0.039 0.568  -0.42
C 0.528 2.421 -1.980  -0.65
C -4.615 -5.053 -1.008  0.51
C 1.734 2.558 -0.879  -0.76
C 0.532 -1.019 2.702  -0.88
C 3.891 -1.332 2.752  -0.58
C -3.250 -5.333 -0.655  0.63
C -1.603 -2.621 2.416  -1.02
C 3.046 -4.412 0.640  -1.03
C 5.508 -7.447 0.209  -0.35
C -5.410 8.591 -2.158  -0.27
C -4.703 9.738 -1.465  -1.08
C 6.958 -7.036 0.397  -0.97
B -3.400 -3.168 -1.290  0.73
H 0.861 1.216 0.555  0.22
H 7.632 -7.852 0.127  0.38
H 5.089 0.228 0.162  0.26
H -5.660 2.119 -1.736  0.32
H -3.620 9.575 -1.460  0.26
H 4.147 -0.382 3.251  0.29
H -0.937 -3.265 1.837  0.28
H -1.276 2.287 0.117  -0.03
H 2.840 -3.426 0.216  0.31
H 3.299 -4.314 1.697  0.38
H 3.504 -0.959 1.789  0.10
H 7.209 -6.175 -0.229  0.28
H -2.184 1.946 -2.135  -0.01
H -4.071 5.649 -1.092  -0.05
H -6.494 8.740 -2.156  0.26
H -4.915 10.686 -1.966  0.36
H -2.894 5.339 0.930  -0.05
H -3.070 1.205 0.838  0.27
H 2.606 1.833 -1.244  0.14
H 0.784 3.065 -2.949  0.31
H 6.037 0.374 1.538  0.38
H 7.144 -6.745 1.435  0.26
H 0.906 2.882 1.057  0.28
H -5.075 8.506 -3.196  0.29
H 5.314 -8.346 0.802  0.27
H 1.015 -0.046 2.583  0.35
H -2.634 -2.785 2.095  0.27
H 0.539 1.290 -2.363  0.39
H 5.300 -7.698 -0.837  0.33
H -5.019 9.812 -0.420  0.36
H -5.425 7.452 -0.578  0.25
H 1.065 -1.763 2.105  0.03
H 2.185 -5.067 0.500  0.42
H 0.547 -1.303 3.757  0.49
H 6.734 0.524 0.020  0.41
H -1.516 -2.851 3.481  0.50
H 2.213 3.648 -0.860  0.35
H 4.894 -1.679 2.449  0.17
H 6.194 -0.972 0.551  0.33

---

Entry from the OMol25 dataset: a 2-piece molecular cluster, C4H14NO overall (wB97M-V/def2-TZVPD).

The LUMO energy is -3.18 eV. Its net charge is +1. As for the gap between HOMO and LUMO: 12.852 eV. As for the maximum force: 0.0103 hartree/bohr. The relative energy (zero: lowest compared OMol25 entry of this formula, charge and spin) is 1.48 kcal per mole. As for the energy: -7906.8903 eV.

Each line ends with the Mulliken charge.
Positions of all 20 atoms, in Å:
O 1.968 -1.803 0.215  -0.60
N 0.268 0.173 1.258  -0.21
C 0.641 1.206 -1.607  -1.22
C -2.127 -0.074 0.794  -1.51
C -0.495 0.339 -1.090  -0.51
C -0.860 0.621 0.352  0.18
H 0.181 0.516 2.210  0.38
H 1.169 0.492 0.903  0.28
H 0.931 0.928 -2.630  0.34
H -1.392 0.502 -1.678  0.42
H -2.995 0.417 0.340  0.39
H 2.118 -2.588 0.765  0.30
H -0.253 -0.710 -1.209  0.29
H 0.317 -0.844 1.257  0.38
H -2.297 0.019 1.867  0.45
H -0.984 1.691 0.520  0.28
H -2.119 -1.133 0.547  0.36
H 1.542 1.024 -1.024  0.35
H 2.346 -2.024 -0.646  0.31
H 0.345 2.254 -1.547  0.34

---

Entry from the OMol25 dataset: an isolated molecule of C6H13P (wB97M-V/def2-TZVPD).

The LUMO energy (spin up / spin down) is 1.12 / -2.38 eV. As for the gap between HOMO and LUMO (spin up / spin down): 7.194 / 6.978 eV. As for the maximum force: 0.1647 hartree/bohr. The relative energy (zero: lowest compared OMol25 entry of this formula, charge and spin) is 13.50 kcal per mole. As for the energy: -15715.9446 eV. The multiplicity is 3.

Each line ends with the Mulliken charge.
Positions of all 20 atoms, in Å:
P -2.076 -0.019 -0.445  -0.08
C 1.129 -0.073 -1.643  -1.63
C -0.481 0.273 0.336  -0.22
C -0.247 1.907 0.183  -1.64
C -2.864 -0.784 0.777  -0.50
C 0.576 -0.711 -0.279  0.53
C 1.729 -1.023 0.628  -1.48
H 0.765 2.333 0.344  0.28
H 1.714 0.711 -1.363  0.41
H -3.903 -1.044 0.670  0.35
H 1.749 -0.744 -2.056  0.57
H 1.268 -1.463 1.511  0.38
H 2.534 -1.574 0.191  0.41
H -0.930 2.305 0.770  0.64
H 2.093 -0.095 0.975  0.36
H -0.072 -1.585 -0.619  0.27
H -2.311 -1.054 1.815  0.22
H -0.486 0.112 1.377  0.49
H 0.304 0.327 -2.300  0.28
H -0.490 2.201 -0.869  0.37

---

Entry from the OMol25 dataset: a 8-piece molecular cluster, C30H46Cl3F24NO11 overall (wB97M-V/def2-TZVPD).

The LUMO energy is 0.13 eV. As for the gap between HOMO and LUMO: 9.255 eV. As for the maximum force: 0.0619 hartree/bohr. As for the energy: -158645.1886 eV.

Each line ends with the Mulliken charge.
Positions of all 115 atoms, in Å:
Cl 3.924 0.784 2.076  -0.16
Cl 0.052 0.376 0.090  1.12
Cl 5.244 2.701 0.404  -0.20
F -3.390 0.408 -3.123  -0.10
F 1.315 -6.125 -3.305  -0.28
F 2.918 -5.656 -1.874  -0.22
F 4.370 -4.356 -3.909  -0.26
F 2.997 -2.677 3.287  -0.31
F -5.472 0.106 -5.003  -0.24
F -0.392 1.700 -6.113  -0.36
F -4.241 -1.714 -4.690  -0.26
F 2.066 0.852 -4.653  -0.26
F 1.762 3.002 -5.010  -0.29
F -0.819 -2.486 -2.689  -0.07
F 2.472 -4.607 4.017  -0.32
F 4.664 -6.444 0.993  -0.32
F 0.286 -2.800 3.708  -0.27
F 3.901 -6.456 -4.388  -0.27
F 3.555 -6.760 2.801  -0.30
F 2.727 -7.930 -0.477  -0.18
F -3.199 1.637 -4.915  -0.33
F -0.909 2.745 -4.284  -0.32
F -0.811 -4.721 -2.813  -0.35
F 0.212 -4.723 2.645  -0.25
F -0.946 -4.482 0.174  -0.24
F -2.671 -3.758 -0.934  -0.32
F 3.588 -9.017 1.205  -0.28
O 2.556 -5.576 1.173  -0.41
O 0.940 0.000 -1.004  -0.62
O -1.924 -0.174 -4.729  -0.43
O -1.963 4.348 2.211  -0.44
O -0.592 1.237 5.797  -0.33
O 0.330 -0.452 1.230  -0.58
O 1.546 4.475 1.819  -0.16
O -5.507 0.860 -2.539  -0.48
O -1.287 0.216 -0.386  -0.50
O 1.814 -3.963 -2.898  -0.43
O 0.321 1.755 0.388  -0.49
N -0.040 2.633 3.194  0.90
C -0.201 1.662 -4.757  0.78
C 3.386 -6.638 1.446  0.95
C 1.338 4.678 0.417  0.19
C -1.508 2.385 3.375  -0.80
C 1.270 1.919 -4.366  0.45
C -3.146 0.371 -4.456  0.68
C -4.259 -0.437 -5.143  0.07
C 2.297 -3.798 2.938  1.01
C 3.757 1.732 0.615  1.01
C 0.802 -3.501 2.676  0.74
C 3.360 -5.247 -4.109  0.11
C 2.827 -7.933 0.898  0.17
C 2.281 -5.257 -3.024  0.81
C -2.268 2.959 2.199  0.12
C 1.014 -3.674 -1.757  -0.46
C -1.330 -3.602 -0.792  0.45
C -0.468 -3.636 -2.087  0.95
C 0.957 2.180 4.240  -0.08
C 1.775 6.101 0.197  -0.71
C -5.155 0.158 -1.383  -0.68
C 2.645 5.295 2.258  -0.66
C 0.520 0.917 4.988  -1.07
C -4.574 2.500 -1.199  -0.57
C -0.766 0.367 -4.160  -0.42
C -4.141 1.133 -0.701  0.35
C -1.001 0.225 6.693  -0.80
C 3.049 6.170 1.060  -0.49
C -2.486 5.047 1.087  -0.63
C 3.017 -4.321 1.680  -1.10
C -4.918 2.146 -2.682  -0.05
H 3.835 5.618 0.545  0.19
H 1.814 -8.127 1.270  0.19
H 1.334 -2.659 -1.510  0.51
H 0.299 4.476 0.154  -0.41
H 2.954 2.454 0.705  -0.97
H -3.973 2.131 -3.229  -0.07
H 3.193 7.218 1.303  0.36
H 1.298 2.896 4.977  0.50
H -3.343 2.880 2.401  0.57
H -1.311 -2.578 -0.400  -0.14
H -5.596 2.834 -3.179  0.47
H 0.602 -3.018 1.720  -0.23
H -4.088 0.924 0.372  0.55
H -1.792 2.892 4.291  0.41
H 2.866 -4.907 -5.034  0.25
H 0.324 0.069 4.324  0.38
H 0.977 6.742 0.581  0.32
H -0.141 -0.292 7.136  0.35
H 0.162 3.582 2.851  0.53
H 2.260 5.939 3.056  0.31
H 1.879 6.297 -0.870  0.39
H -1.568 -0.562 6.190  0.30
H -0.924 0.636 -3.108  0.02
H 1.926 3.953 -0.157  0.08
H 2.778 -3.648 0.855  0.33
H -3.716 3.180 -1.223  0.18
H 3.411 4.661 2.705  0.37
H -1.547 0.693 7.507  0.24
H -0.023 -0.427 -4.135  0.54
H 0.176 2.083 2.348  -0.61
H 1.747 1.780 3.618  0.03
H -4.014 -0.509 -6.208  0.29
H -3.455 4.594 0.846  0.31
H -3.094 1.024 -1.001  -0.43
H -2.656 6.072 1.410  0.25
H -5.319 3.022 -0.597  0.28
H 1.308 2.096 -3.285  -0.01
H -4.695 -0.816 -1.537  0.32
H -5.959 0.112 -0.643  0.40
H -1.849 4.947 0.205  0.19
H 1.212 -4.328 -0.906  -0.11
H -1.753 1.329 3.464  0.38
H 1.320 0.693 5.704  0.70
H -2.101 2.466 1.236  -0.04
H 4.092 -4.328 1.845  0.58
H 3.672 1.048 -0.221  0.20